Formula: C8H16O
Source: the Open Molecules 2025 dataset
Level of theory: ωB97M-V with the def2-TZVPD basis set

XYZ file:
```
25
Properties=species:S:1:pos:R:3:lowdin_charge:R:1
C -0.96815 0.34561 0.14922 -0.449
C 0.97097 -0.18810 -0.01840 -0.445
C -1.05742 -1.97813 0.25371 -0.069
C 0.80733 -1.58986 -0.29132 -0.045
C -1.16837 1.56625 1.01019 -0.030
C -1.50720 0.48134 -1.25506 -0.038
C 1.55767 0.68084 -1.11468 -0.069
C 1.56549 0.12079 1.34710 -0.067
O -1.40998 -0.77710 0.79548 -0.125
H -1.55118 -2.21911 -0.68048 0.086
H -1.07532 -2.75440 1.00886 0.096
H 1.29822 -2.29579 0.37172 0.084
H 0.83800 -1.88878 -1.33451 0.086
H -0.94907 1.33376 2.05017 0.084
H -0.51565 2.37487 0.67850 0.083
H -2.19842 1.92830 0.95489 0.087
H -2.59641 0.35411 -1.24594 0.097
H -1.26920 1.46221 -1.66490 0.087
H -1.09309 -0.27132 -1.92255 0.074
H 1.19481 0.39195 -2.09934 0.073
H 1.04408 -0.43128 2.12870 0.086
H 2.62205 -0.15828 1.37971 0.083
H 2.64864 0.59677 -1.11877 0.083
H 1.31093 1.73000 -0.95459 0.076
H 1.50129 1.18536 1.57228 0.073
```

For the highest occupied orbital energy, the calculation gives -8.41 eV. The total energy comes out at -389.578336 Eh. For the orbital gap, the calculation gives 9.33 eV. The calculation puts the LUMO energy at 0.9 eV.

---

Formula: C5H8O2
Source: the Open Molecules 2025 dataset
Level of theory: ωB97M-V with the def2-TZVPD basis set

XYZ file:
```
15
Properties=species:S:1:pos:R:3:lowdin_charge:R:1
C 3.43382 1.14136 0.40250 0.117
C 2.48260 0.51984 0.00238 -0.087
C 1.30467 -0.12871 -0.58957 -0.240
O 0.12843 0.15881 0.13769 -0.138
C -0.92027 -0.73322 -0.18869 -0.227
C -2.14476 -0.32427 0.59398 -0.251
O -2.59554 0.95991 0.22413 -0.054
H 4.23292 1.77848 0.71339 0.029
H 1.23184 0.23511 -1.62265 0.131
H 1.39280 -1.21590 -0.66709 0.121
H -1.16991 -0.70607 -1.26116 0.133
H -0.65698 -1.78331 0.02622 0.130
H -2.92745 -1.03941 0.32307 0.123
H -1.96529 -0.41238 1.68016 0.127
H -1.82687 1.54976 0.22565 0.088
```

For the highest occupied orbital energy, the calculation gives -10.13 eV. The total energy comes out at -345.695738 Eh. For the orbital gap, the calculation gives 11.03 eV. As for the SMILES: C#CCOCCO. The calculation puts the LUMO energy at 0.9 eV.

---

Formula: C36H27F5N4OPSSeSn
Source: the Open Molecules 2025 dataset
Level of theory: ωB97M-V with the def2-TZVPD basis set

XYZ file:
```
77
Properties=species:S:1:pos:R:3:lowdin_charge:R:1
Sn -1.56462 -0.41128 1.15869 0.962
N -1.59280 -2.70789 -1.89103 0.099
C -1.25662 -2.05449 -3.08050 -0.321
C -1.40202 -2.73468 -4.29494 -0.034
C -1.12929 -2.10820 -5.49224 -0.069
C -0.70893 -0.77947 -5.51806 -0.076
C -0.57412 -0.10207 -4.32530 -0.084
C -0.84047 -0.72280 -3.09859 -0.313
P -0.73196 0.31298 -1.59693 0.982
C -2.12106 1.44635 -1.88162 -0.403
C -3.37156 0.82772 -1.78264 -0.127
C -4.53531 1.56816 -1.92055 -0.067
C -4.46099 2.93749 -2.14975 -0.068
C -3.22283 3.55347 -2.25663 -0.061
C -2.05318 2.81315 -2.12144 -0.085
C 0.89875 1.09864 -1.77584 -0.391
C 1.21054 2.40168 -1.40036 -0.139
C 2.52813 2.84763 -1.44591 -0.064
C 3.54605 1.99680 -1.84875 -0.081
C 3.24614 0.68836 -2.21433 -0.076
C 1.93542 0.24444 -2.17626 -0.110
H -1.15843 -2.35516 -1.05516 0.000
H -1.56021 -3.71318 -1.93948 0.090
H -1.73986 -3.76558 -4.28345 0.113
H -1.25319 -2.65496 -6.41911 0.111
H -0.49509 -0.28464 -6.45673 0.108
H -0.25473 0.93406 -4.33253 0.116
H -3.43484 -0.24513 -1.62071 0.092
H -5.49851 1.07756 -1.85437 0.109
H -5.36814 3.52078 -2.25231 0.109
H -3.15940 4.61896 -2.44428 0.112
H -1.10072 3.31441 -2.23024 0.092
H 0.44614 3.07607 -1.04011 0.051
H 2.75260 3.86862 -1.15939 0.112
H 4.56920 2.35199 -1.88617 0.110
H 4.03365 0.01497 -2.53006 0.111
H 1.71290 -0.77261 -2.47560 0.108
N 2.39229 -2.89833 1.56137 0.136
C 3.55283 -2.09247 1.43143 -0.228
C 4.79901 -2.68936 1.39214 -0.015
C 5.93890 -1.90681 1.24892 -0.068
C 5.82230 -0.53212 1.14330 -0.067
C 4.56461 0.06111 1.18449 -0.094
C 3.43180 -0.71827 1.33383 -0.437
S 1.86371 0.09235 1.44109 0.948
N 0.75266 -1.22642 1.41544 -0.336
C 1.11622 -2.45496 1.53304 -0.336
C 0.06014 -3.51844 1.67116 -0.206
C 0.33004 -4.79816 2.12584 0.006
C -0.72011 -5.70043 2.22716 -0.028
C -1.99653 -5.29476 1.88468 -0.028
C -2.17481 -3.98550 1.46120 -0.116
N -1.16681 -3.12643 1.35646 0.000
H 2.54384 -3.88947 1.56682 0.125
H 4.88466 -3.76942 1.47252 0.119
H 6.91232 -2.37953 1.22185 0.112
H 6.70404 0.08539 1.02910 0.112
H 4.46379 1.13853 1.10180 0.112
H 1.31968 -5.10259 2.43884 0.116
H -0.53626 -6.70779 2.57956 0.122
H -2.83976 -5.96940 1.94928 0.118
H -3.15573 -3.60911 1.18892 0.120
O -1.72343 -0.57880 3.74146 -0.164
H -1.42231 0.24493 4.14347 0.019
H -2.06359 -1.13132 4.45177 0.072
F -1.77106 6.34776 5.50621 0.148
C -1.56556 5.38580 4.61657 -0.136
C -1.22003 4.11837 5.03368 -0.146
F -1.08821 3.85846 6.33137 0.137
C -1.00712 3.13088 4.09633 -0.229
F -0.63719 1.93144 4.58516 0.063
C -1.12671 3.35711 2.73553 -0.449
Se -0.74908 2.11115 1.34972 0.655
C -1.47096 4.64224 2.34805 -0.263
F -1.60003 4.95604 1.05977 0.084
C -1.68984 5.64798 3.26917 -0.142
F -2.01837 6.86816 2.86419 0.143
```

For the highest occupied orbital energy, the calculation gives -10.10 eV. The total energy comes out at -5536.737714 Eh. For the orbital gap, the calculation gives 6.87 eV. The calculation puts the LUMO energy at -3.2 eV. The charge is +1.